1.
Molecular formula: C3H4KLiO4
Method: DFT, ωB97M-V/def2-TZVPD

Each line ends with the Mulliken spin population.
Cartesian coordinates (Å):
O -0.13 0.54 0.65  -0.01
C -0.76 0.18 -1.05  -0.06
C 0.39 -0.69 1.08  0.00
O -1.94 0.32 -1.30  0.04
O -0.27 -1.05 -1.18  0.00
C 0.76 -1.38 -0.24  0.00
H -0.44 -1.07 1.68  0.00
H 1.30 -0.63 1.69  0.00
H 0.74 -2.47 -0.12  0.00
H 1.71 -0.99 -0.63  0.00
O -0.46 2.19 -0.92  0.99
K 1.11 2.89 0.09  0.04
Li -2.01 2.17 0.23  -0.01

## Properties
- energy relative to the best compared isomer or geometry (same formula, charge and spin) (kcal/mol) = 97.8
- HOMO level (spin up / spin down) (eV) = -13.7 / -13.4
- ⟨S²⟩ = 0.7582
- charge = +1
- frontier orbital gap (spin up / spin down) (eV) = 9.50 / 8.62
- E_tot (eV) = -27885.9038
- spin multiplicity = 2
- E_LUMO (spin up / spin down) (eV) = -4.2 / -4.8

***

2.
Molecular formula: C3H4KNaO4
Method: DFT, ωB97M-V/def2-TZVPD

Each line ends with the Mulliken spin population.
Cartesian coordinates (Å):
H -1.74 -2.84 2.29  0.05
C -0.81 -2.38 2.64  0.84
C -0.48 -1.49 3.72  -0.02
O -0.47 -1.10 2.31  0.11
H -1.27 -1.00 4.30  0.02
H 0.51 -1.53 4.17  0.01
O 0.77 0.82 -2.12  0.00
C 0.15 1.56 -2.93  0.00
O -0.38 2.70 -2.62  0.00
Na 0.01 0.29 0.59  0.00
H 0.29 3.07 -3.80  0.00
K 2.59 0.01 -4.52  0.00
O 0.83 1.89 -4.03  0.00

## Properties
- energy relative to the best compared isomer or geometry (same formula, charge and spin) (kcal/mol) = 59.3
- HOMO level (spin up / spin down) (eV) = -11.6 / -11.6
- ⟨S²⟩ = 0.7528
- charge = +1
- frontier orbital gap (spin up / spin down) (eV) = 8.29 / 8.23
- E_tot (eV) = -32098.2430
- spin multiplicity = 2
- E_LUMO (spin up / spin down) (eV) = -3.3 / -3.4

***

3.
Molecular formula: C3H4KO3
Method: DFT, ωB97M-V/def2-TZVPD

Each line ends with the Mulliken spin population.
Cartesian coordinates (Å):
O 0.55 1.20 0.60  0.17
C -1.06 0.11 4.57  0.00
C -0.30 1.76 -0.21  0.31
O -0.86 -0.61 3.72  0.00
O -0.12 -1.87 -1.45  0.15
C 0.73 -1.25 -2.20  0.24
K 0.10 -1.30 1.07  -0.01
H 0.08 2.52 -0.92  0.04
H -1.31 1.98 0.20  0.04
H 1.78 -1.60 -2.16  0.03
H 0.40 -0.94 -3.21  0.03

## Properties
- energy relative to the best compared isomer or geometry (same formula, charge and spin) (kcal/mol) = 57.9
- HOMO level (spin up / spin down) (eV) = -4.4 / -8.7
- ⟨S²⟩ = 0.7526
- charge = 0
- frontier orbital gap (spin up / spin down) (eV) = 4.15 / 8.43
- E_tot (eV) = -25639.7132
- spin multiplicity = 2
- E_LUMO (spin up / spin down) (eV) = -0.2 / -0.3